1.
Here is C49H57GaN6O2P2S as an isolated structure from the Open Molecules 2025 dataset. Energies are from ωB97M-V/def2-TZVPD.

Element x y z (Å)
Ga 0.40287 -0.96697 -0.02116
S 4.24224 0.32853 2.20082
P -1.79534 2.26855 -1.01214
P -2.21198 4.69037 -2.88295
O -0.96022 0.38107 0.14432
O -1.14955 0.80674 -1.25745
N 0.20675 -4.19819 1.70715
N -1.63535 -3.42434 2.88319
N -0.87547 -3.58376 -3.27660
N 1.84082 -0.40552 1.66374
N -0.44438 -2.11820 -1.52088
N -0.57037 -2.03275 1.36470
C -4.15256 0.99541 -0.71912
C 0.48379 3.72181 -1.07821
C -5.68270 5.69816 -0.00571
C -3.07320 4.76177 -4.49625
C 3.20561 -0.06923 3.53381
C 1.44052 -3.10470 -2.68121
C 1.57808 4.38445 -0.54784
C -4.85148 2.15835 1.70371
C -2.32662 -3.41584 -3.18867
C -3.51408 3.95370 -6.72794
C 1.94134 -0.43346 3.05438
C -5.90949 4.80877 -1.05307
C 0.93050 -0.73186 3.97207
C -3.67938 2.54809 1.06892
C 3.02950 0.21129 -0.33739
C -0.03706 -2.92507 -2.46760
C -0.51561 3.23674 -0.23028
C -3.39598 5.93700 -0.70394
C -0.66493 -3.19526 1.96728
C 2.95032 -0.00474 1.10900
C -0.39561 3.39186 1.14966
C 2.48673 -0.32685 5.78309
C -1.41625 -4.25532 4.06440
C -2.90960 3.79599 -5.48677
C -2.81153 -2.56857 2.93843
C 0.69684 4.06654 1.66972
C -4.43107 6.26842 0.16395
C -4.41624 6.06315 -6.02164
C -3.81773 5.90738 -4.78202
C -3.32887 1.96271 -0.14048
C 1.21265 -0.67377 5.32214
C -3.61193 5.04173 -1.74904
C 2.92768 0.82936 -3.02422
C 4.12398 0.82649 -0.94413
C -0.41061 -4.55067 -4.28486
C -0.22975 -5.59098 1.64011
C -5.66986 1.19673 1.13226
C -4.88277 4.48901 -1.92486
C -0.25068 -5.95386 -3.70960
C 1.67570 4.57163 0.82435
C 4.07215 1.12865 -2.29374
C -5.32304 0.61891 -0.08474
C 1.85465 0.18803 -2.41596
C 3.49622 -0.01991 4.89358
C -4.26944 5.08402 -6.99626
C -2.12038 2.80488 -2.69599
C 1.89731 -0.14872 -1.06867
C 1.44804 -3.93118 0.99874
C -2.82038 -2.27481 -4.07089
H -3.93330 6.67669 -4.02646
H -0.05979 -0.98480 3.62226
H -2.52375 -2.43748 -5.10748
H -6.89486 4.38308 -1.19858
H -0.15869 -5.94164 0.60685
H 0.78160 4.19253 2.74133
H -3.62668 -3.13355 3.38726
H 2.34996 4.75586 -1.20852
H -2.13568 -5.07439 4.11213
H -5.12732 2.62062 2.64289
H 1.31126 -3.99361 -0.08490
H 0.11050 -6.63577 -4.47983
H 5.00090 1.08399 -0.35967
H -5.07888 3.83333 -2.76713
H 1.73628 -2.62278 -3.61453
H -2.62331 -3.25591 -2.15181
H 4.91480 1.60998 -2.77280
H 1.72514 -4.15360 -2.73554
H -2.78228 -4.35544 -3.49786
H 2.67956 -0.28788 6.84687
H -3.87851 0.53733 -1.66356
H -1.53928 -3.64310 4.96047
H -3.38582 3.19349 -7.48853
H -3.90929 -2.21671 -4.03906
H 1.82649 -2.94312 1.25771
H -1.13054 2.97760 1.82374
H -6.49138 5.95748 0.66644
H -1.20652 -6.33211 -3.34318
H -0.40930 -4.66129 4.07028
H -1.30241 2.42982 -3.31390
H 0.51843 -4.20455 -4.72993
H -2.30665 2.91330 -5.30526
H -5.96799 -0.12162 -0.53979
H 2.87688 1.09666 -4.07308
H 4.48253 0.26171 5.23908
H -4.26235 6.98202 0.96076
H -2.40580 -1.31929 -3.74071
H -1.25940 -5.69323 1.96451
H -2.64888 -1.67157 3.54817
H 2.18785 -4.67118 1.29896
H -1.45104 -2.03062 -1.45559
H -3.05707 2.34544 -3.01542
H 2.52020 5.10811 1.23839
H 0.96876 -0.04555 -2.99834
H -1.15644 -4.56954 -5.07733
H -4.99346 6.95524 -6.22945
H 0.43193 -0.89572 6.03858
H -6.58431 0.90140 1.63012
H -4.73826 5.20686 -7.96379
H 0.46096 -5.96727 -2.88316
H -3.06219 3.31696 1.51074
H 0.42242 3.57685 -2.14800
H 1.98850 -2.62657 -1.87750
H -1.17502 -1.33596 1.78474
H -2.41818 6.39184 -0.58513
H -3.11548 -2.27012 1.93544
H 0.40696 -6.22738 2.25588

Summary:
HOMO-LUMO gap   7.9 eV
Charge   +2
E_LUMO   -0.1612 hartree
Energy above the lowest of the compared OMol25 structures with the same formula, charge and spin   0.000 eV



2.
Here is a 2-piece molecular cluster, C2H2ClN overall in a non-equilibrium geometry from the Open Molecules 2025 dataset. Energies are from ωB97M-V/def2-TZVPD.

Element x y z (Å)
Cl -2.35423 0.23565 0.71404
N -0.50298 0.45245 0.81366
C 0.24941 0.28617 -0.22453
C 0.95342 0.18053 -1.20585
H 1.90084 0.17468 -1.67550
H -0.24648 -1.32948 1.57818

Summary:
HOMO-LUMO gap (spin up / spin down)   8.9 / 7.8 eV
Charge   0
E_LUMO (spin up / spin down)   -0.0348 / -0.0721 hartree
Energy above the lowest of the compared OMol25 structures with the same formula, charge and spin   6.576 eV



3.
Here is a 2-piece molecular cluster, C4H10SSi overall in a non-equilibrium geometry from the Open Molecules 2025 dataset. Energies are from ωB97M-V/def2-TZVPD.

Element x y z (Å)
S 3.16106 0.02927 0.41336
Si 1.18520 -0.09003 -0.34677
C -0.01563 -1.46950 0.29345
C -1.15067 0.85401 0.60013
C 0.08977 1.41433 -0.13716
C -1.30728 -0.63020 0.05486
H -0.37574 1.82064 -1.00639
H -2.07721 -1.24134 0.54753
H 1.07347 -0.02330 -2.49735
H -1.56109 -0.43242 -0.92413
H -1.25363 0.76511 1.70283
H 0.54850 2.35910 0.43428
H -0.22063 -2.22344 -0.41330
H 3.54804 -0.96837 -0.40595
H 0.27588 -1.70687 1.36659
H -1.92003 1.54303 0.31803

Summary:
HOMO-LUMO gap   9.5 eV
Charge   0
E_LUMO   0.0230 hartree
Energy above the lowest of the compared OMol25 structures with the same formula, charge and spin   2.227 eV



4.
Here is a 2-piece molecular cluster, CH3OPS overall in a non-equilibrium geometry from the Open Molecules 2025 dataset. Energies are from ωB97M-V/def2-TZVPD.

Element x y z (Å)
S 0.92011 3.30054 -0.08377
P -1.20864 -2.44435 0.06298
O -0.99196 -0.78618 -0.00351
C 1.00666 1.71718 -0.33082
H -0.41132 -2.72593 1.15406
H 2.03595 1.20121 -0.13162
H -1.35080 -0.26247 -0.66732

Summary:
HOMO-LUMO gap (spin up / spin down)   8.0 / 6.8 eV
Charge   0
E_LUMO (spin up / spin down)   -0.0183 / -0.0401 hartree
Energy above the lowest of the compared OMol25 structures with the same formula, charge and spin   3.898 eV



5.
Here is a 2-piece molecular cluster, C3H7ClO overall in a non-equilibrium geometry from the Open Molecules 2025 dataset. Energies are from ωB97M-V/def2-TZVPD.

Element x y z (Å)
Cl -2.78440 -0.79029 -0.24392
O 0.45770 -0.69940 -0.77201
C -1.48623 0.48453 0.22313
C -0.17834 0.49622 -0.57577
C 1.50962 -0.94305 0.15812
H 2.42371 -0.07719 0.13966
H -1.53252 -0.09448 1.25368
H -0.12894 1.15393 -1.63039
H -1.98792 1.64406 0.19701
H 1.75652 -1.94521 -0.34990
H 1.36048 -0.53878 1.70893
H 0.59031 1.30967 -0.10854

Summary:
HOMO-LUMO gap   10.3 eV
Charge   0
E_LUMO   0.0197 hartree
Energy above the lowest of the compared OMol25 structures with the same formula, charge and spin   5.006 eV



6.
Here is one molecule with the formula C3H6N2O in a non-equilibrium geometry from the Open Molecules 2025 dataset. Energies are from ωB97M-V/def2-TZVPD.

Element x y z (Å)
O 2.26035 0.25376 0.11275
N -1.10315 1.17333 0.07701
N 0.93437 0.10917 -0.41959
C 0.20743 1.30723 0.05854
C -0.06680 -0.92917 0.22235
C -1.57158 -0.18583 -0.20782
H 0.52350 2.39662 0.12250
H 0.03284 -1.95325 -0.02096
H 0.01625 -0.84868 1.37498
H 2.85969 -0.43282 -0.59605
H -2.37904 -0.41682 0.62348
H -1.71387 -0.47354 -1.34720

Summary:
HOMO-LUMO gap   9.7 eV
Charge   0
E_LUMO   0.0233 hartree
Energy above the lowest of the compared OMol25 structures with the same formula, charge and spin   5.362 eV
SMILES   ON1C=NCC1